Entry 1
6
Properties=species:S:1:pos:R:3 method="wB97M-V/def2-TZVPD" e_lumo_ev=-1.7 homo_lumo_gap_ev=8.55 smiles=FC(F)OI charge=0
F -0.84 1.13 0.77
C -0.53 0.00 0.16
F -0.37 0.46 -1.33
O 0.65 -0.53 0.62
I 2.42 -0.44 -0.38
H -1.33 -0.62 0.16

---

Entry 2
6
Properties=species:S:1:pos:R:3 method="wB97M-V/def2-TZVPD" e_lumo_ev=-0.4 homo_lumo_gap_ev=9.63 charge=0
C -0.09 0.32 0.19
O 0.65 0.43 -0.93
F 0.03 -1.75 0.47
F -1.42 0.37 -0.05
I 0.65 0.60 2.03
H 0.18 0.03 -1.72

---

Entry 3
6
Properties=species:S:1:pos:R:3 method="wB97M-V/def2-TZVPD" e_lumo_ev=-2.0 homo_lumo_gap_ev=8.54 smiles=FC(F)OI charge=0
F 0.95 -0.43 -1.20
C -0.14 -0.19 -0.36
F -1.14 -0.99 -0.75
O 0.11 -0.42 0.95
I 0.58 1.19 2.15
H -0.36 0.83 -0.78

---

Energy relative to the most stable one, in hartree: entry 1 0.0145; entry 2 0.0502; entry 3 0.0000